{"formula": "C21H47NO6S", "method": "ωB97M-V/def2-TZVPD", "e_tot_ha": -1732.6144, "homo_energy_ev": -9.48, "elements": ["C", "O", "C", "C", "C", "C", "C", "C", "C", "C", "C", "C", "O", "S", "O", "O", "C", "C", "N", "H", "H", "H", "H", "H", "H", "H", "H", "H", "H", "H", "H", "H", "H", "H", "H", "H", "H", "H", "H", "H", "H", "H", "H", "H", "H", "H", "C", "C", "O", "C", "C", "H", "H", "H", "H", "H", "H", "H", "H", "H", "H", "C", "C", "O", "C", "C", "H", "H", "H", "H", "H", "H", "H", "H", "H", "H"], "xyz": [[-2.91606, -6.34068, -2.83369], [-2.88937, -5.91676, -4.17837], [-1.69233, -5.25430, -4.55864], [-2.02648, -3.84322, -5.00663], [-2.41446, -2.94025, -3.84391], [-3.00127, -1.59859, -4.27737], [-2.85962, -0.52060, -3.20335], [-1.47649, 0.12679, -3.21370], [-1.25492, 1.27302, -2.21164], [-2.01510, 1.15457, -0.88756], [-1.32506, 1.82731, 0.30072], [-0.81452, 3.22109, 0.00486], [0.11581, 3.55477, 1.06220], [0.66519, 5.06626, 1.05125], [1.01421, 5.42489, -0.30874], [2.00606, 4.60022, 1.83582], [2.78699, 5.70699, 2.31051], [4.08816, 5.17043, 2.85440], [4.09351, 4.23861, 3.70045], [-2.13589, -7.08031, -2.61268], [-2.81483, -5.49172, -2.14817], [-3.88533, -6.80984, -2.66332], [-1.21016, -5.82006, -5.36227], [-1.00003, -5.22911, -3.70669], [-2.86844, -3.91530, -5.70350], [-1.18846, -3.41141, -5.56508], [-3.14676, -3.46807, -3.22279], [-1.53680, -2.76597, -3.20998], [-2.49976, -1.26945, -5.19522], [-4.05815, -1.73657, -4.52488], [-3.62785, 0.24980, -3.32950], [-3.04452, -0.99122, -2.23220], [-0.71213, -0.64359, -3.06693], [-1.30861, 0.52214, -4.22016], [-0.18261, 1.33946, -1.99827], [-1.52145, 2.21605, -2.69883], [-3.02019, 1.57343, -0.99492], [-2.15335, 0.10159, -0.62899], [-2.03827, 1.89012, 1.12659], [-0.49031, 1.21567, 0.65383], [-1.63412, 3.94830, 0.00843], [-0.29172, 3.29387, -0.94793], [2.25237, 6.22546, 3.11352], [2.98021, 6.41197, 1.49857], [5.00245, 5.63871, 2.47555], [5.05280, 4.00077, 3.95462], [9.41821, 4.97052, 5.70594], [7.95429, 4.63303, 5.48596], [7.70941, 3.83484, 4.33880], [8.33638, 2.56187, 4.31839], [7.93430, 1.65304, 5.46636], [9.83385, 5.46750, 4.82859], [9.51486, 5.63979, 6.56167], [10.01797, 4.08358, 5.91312], [7.38699, 5.54772, 5.30983], [7.53282, 4.16245, 6.38126], [9.42584, 2.67126, 4.28048], [8.02661, 2.12059, 3.37099], [8.25059, 2.04547, 6.43351], [8.40167, 0.67583, 5.33950], [6.85217, 1.51748, 5.48885], [-6.11952, -4.49661, 1.23113], [-4.92469, -3.74248, 0.67429], [-4.49184, -4.19962, -0.59522], [-5.43888, -4.11124, -1.64628], [-5.91573, -2.69915, -1.93897], [-5.90588, -5.56464, 1.28910], [-6.34685, -4.13394, 2.23440], [-7.01340, -4.35926, 0.62149], [-4.06160, -3.88382, 1.32535], [-5.13315, -2.66663, 0.64737], [-6.29170, -4.77415, -1.45980], [-4.91587, -4.50389, -2.51868], [-6.47138, -2.26770, -1.10523], [-6.57685, -2.70914, -2.80653], [-5.06743, -2.04723, -2.15811]], "forces_ev_per_angstrom": [[0.0, 0.0, 0.1], [0.0, -0.1, 0.0], [0.0, 0.1, 0.1], [-0.1, 0.0, -0.1], [0.0, 0.0, 0.1], [0.0, 0.0, -0.1], [0.0, 0.0, 0.1], [0.0, 0.0, -0.1], [0.0, 0.0, -0.1], [0.0, 0.0, 0.1], [-0.1, 0.0, 0.1], [0.0, 0.2, 0.1], [0.1, -0.1, 0.0], [-0.2, 0.2, 0.0], [0.1, -0.1, 0.1], [0.0, 0.0, -0.1], [0.0, 0.0, 0.0], [0.1, 0.0, 0.0], [0.1, 0.0, 0.1], [0.0, 0.1, -0.1], [0.0, -0.1, 0.1], [0.0, 0.0, 0.0], [-0.1, 0.0, 0.0], [0.0, 0.0, -0.1], [0.1, 0.0, 0.0], [0.0, 0.0, 0.1], [0.1, 0.1, 0.0], [0.0, -0.1, 0.0], [-0.1, 0.1, 0.0], [0.1, 0.0, -0.1], [0.0, 0.0, 0.0], [0.0, 0.1, 0.0], [-0.1, 0.0, 0.1], [0.1, 0.0, 0.0], [0.0, 0.0, -0.1], [0.0, 0.0, 0.1], [0.0, -0.1, -0.1], [0.0, 0.0, 0.0], [0.1, -0.1, 0.1], [0.1, 0.1, -0.1], [0.0, 0.0, -0.1], [0.0, 0.0, 0.1], [0.0, 0.0, 0.0], [0.0, 0.0, 0.0], [0.0, 0.0, 0.0], [0.0, 0.0, 0.0], [0.0, 0.0, 0.0], [0.0, 0.0, 0.0], [-0.1, 0.0, 0.0], [0.0, 0.0, 0.0], [0.0, 0.0, 0.0], [0.0, 0.0, 0.0], [0.0, 0.0, 0.0], [0.0, 0.0, 0.0], [0.0, 0.0, 0.0], [0.0, 0.0, 0.0], [0.0, 0.0, 0.0], [0.0, 0.0, 0.0], [0.0, 0.0, 0.0], [0.0, 0.0, 0.0], [0.0, 0.0, 0.0], [0.0, 0.0, 0.0], [0.0, 0.0, 0.0], [0.0, 0.0, 0.0], [0.0, 0.0, -0.1], [0.0, 0.0, 0.1], [0.0, 0.0, 0.0], [0.0, 0.0, 0.0], [0.0, 0.0, 0.0], [0.0, 0.0, 0.0], [0.0, 0.0, 0.0], [0.0, 0.0, 0.0], [-0.1, 0.0, 0.0], [0.0, 0.0, 0.0], [0.0, 0.0, 0.0], [0.0, 0.0, 0.0]], "lowdin_charge": [-0.122, -0.193, -0.236, -0.182, -0.206, -0.212, -0.234, -0.204, -0.206, -0.208, -0.178, -0.241, -0.336, 0.904, -0.389, -0.329, -0.240, -0.215, 0.130, 0.090, 0.074, 0.091, 0.119, 0.121, 0.122, 0.118, 0.090, 0.117, 0.111, 0.109, 0.119, 0.092, 0.109, 0.110, 0.113, 0.114, 0.116, 0.106, 0.117, 0.125, 0.127, 0.103, 0.121, 0.109, 0.115, 0.037, -0.079, -0.284, -0.180, -0.278, -0.078, 0.082, 0.078, 0.067, 0.116, 0.109, 0.108, 0.119, 0.067, 0.078, 0.082, -0.078, -0.278, -0.171, -0.279, -0.061, 0.081, 0.077, 0.066, 0.119, 0.108, 0.113, 0.093, 0.070, 0.084, 0.058]}


{"formula": "C21H47NO9P2S", "method": "ωB97M-V/def2-TZVPD", "smiles": "CCOCP(N)P(O)(O)=S.CC(C)=O.CC(C)=O.CC(C)=O.CC(C)=O.CC(C)=O.CC(C)=O", "e_tot_ha": -2641.2143, "homo_energy_ev": -7.91, "elements": ["C", "C", "O", "C", "P", "N", "P", "O", "O", "S", "H", "H", "H", "H", "H", "H", "H", "H", "H", "H", "H", "C", "C", "C", "O", "H", "H", "H", "H", "H", "H", "C", "C", "C", "O", "H", "H", "H", "H", "H", "H", "C", "C", "C", "O", "H", "H", "H", "H", "H", "H", "C", "C", "C", "O", "H", "H", "H", "H", "H", "H", "C", "C", "C", "O", "H", "H", "H", "H", "H", "H", "C", "C", "C", "O", "H", "H", "H", "H", "H", "H"], "xyz": [[1.18896, 2.26991, 4.50666], [1.24280, 1.10413, 3.53592], [1.78843, 1.39710, 2.25562], [1.17253, 2.46170, 1.58513], [2.22766, 3.99039, 1.37659], [2.06639, 4.20348, -0.34310], [4.30849, 3.33185, 1.61069], [5.10627, 4.71949, 1.41780], [4.79446, 2.60640, 0.25958], [4.76729, 2.40712, 3.23218], [1.06170, 1.86670, 5.51280], [0.33941, 2.93366, 4.34119], [2.12276, 2.83155, 4.49625], [0.24180, 0.66559, 3.42302], [1.89345, 0.32835, 3.94326], [0.24804, 2.77804, 2.07379], [0.89821, 2.12839, 0.57852], [2.92660, 4.61466, -0.69790], [2.03025, 3.28514, -0.78829], [5.17904, 5.12026, 2.28977], [5.15240, 3.26530, -0.34338], [-2.85165, -0.87407, 1.15345], [-1.52948, -0.26555, 0.77071], [-0.37719, -1.22442, 0.59341], [-1.38797, 0.92611, 0.60699], [-3.59857, -0.08895, 1.25391], [-3.15146, -1.59583, 0.39000], [-2.75842, -1.41364, 2.09766], [-0.61825, -1.95380, -0.18189], [-0.19955, -1.76847, 1.52272], [0.52165, -0.67554, 0.32161], [-4.04422, -5.71169, -1.37418], [-4.23771, -4.44480, -0.58466], [-5.65236, -4.10228, -0.17691], [-3.30909, -3.72618, -0.28863], [-2.99406, -5.85003, -1.60766], [-4.40577, -6.56558, -0.79749], [-4.60580, -5.66577, -2.30686], [-6.06531, -4.90085, 0.44137], [-6.28195, -4.00000, -1.06229], [-5.66182, -3.17027, 0.38314], [0.11761, 2.09531, -4.59910], [1.08240, 2.93643, -3.80051], [1.13198, 4.40934, -4.12427], [1.77937, 2.45193, -2.93903], [0.17607, 1.06085, -4.27079], [-0.89999, 2.46412, -4.46102], [0.36045, 2.15461, -5.66135], [0.14953, 4.85788, -3.97018], [1.41289, 4.55341, -5.16898], [1.85514, 4.90258, -3.48014], [-1.91719, -6.86769, -6.34321], [-2.69245, -6.08643, -5.31015], [-3.35574, -4.81359, -5.78167], [-2.77632, -6.45800, -4.16323], [-1.48895, -7.75517, -5.88492], [-2.57582, -7.16264, -7.16178], [-1.11775, -6.25085, -6.75672], [-4.06633, -5.03451, -6.57983], [-2.60638, -4.12535, -6.17556], [-3.87694, -4.34115, -4.95270], [-2.70697, 2.53573, 7.53352], [-1.35180, 3.03117, 7.98284], [-1.26283, 3.58022, 9.38752], [-0.38958, 2.99021, 7.25461], [-2.64127, 2.16869, 6.51242], [-3.04806, 1.73167, 8.18781], [-3.43714, 3.34523, 7.58205], [-1.55188, 2.81383, 10.10861], [-1.94124, 4.42719, 9.50258], [-0.24455, 3.90189, 9.58961], [4.16052, 0.47594, -2.67874], [4.75320, -0.80397, -3.21444], [6.04738, -1.26325, -2.58314], [4.22283, -1.43267, -4.10055], [3.23552, 0.70422, -3.20133], [3.95502, 0.37923, -1.61129], [4.86487, 1.29891, -2.81479], [5.90536, -1.42150, -1.51293], [6.81772, -0.50107, -2.71166], [6.37334, -2.19035, -3.04808]], "forces_ev_per_angstrom": [[0.0, -0.2, 0.2], [0.1, -0.1, 0.2], [-0.1, 0.1, 0.1], [0.0, -0.2, -0.4], [-0.3, 0.7, 0.2], [0.5, -0.6, 0.3], [-0.1, -1.2, 0.5], [-0.1, 0.3, -0.2], [-0.1, 0.0, -0.2], [0.0, 0.2, -0.1], [0.0, 0.1, 0.0], [0.1, 0.1, -0.1], [0.0, 0.0, -0.1], [0.0, 0.0, -0.1], [0.0, 0.0, -0.1], [0.0, 0.0, 0.0], [0.0, 0.0, 0.0], [-0.3, 0.4, -0.1], [-0.1, 0.1, -0.2], [0.2, 0.3, 0.1], [0.2, 0.0, -0.3], [-0.1, 0.2, -0.1], [0.1, -0.1, 0.0], [0.1, 0.1, -0.1], [-0.1, 0.0, 0.0], [0.0, 0.0, 0.0], [0.0, 0.0, 0.2], [0.0, -0.1, 0.0], [0.0, -0.1, 0.1], [0.0, -0.1, 0.0], [0.0, 0.0, 0.0], [0.1, 0.1, 0.2], [0.0, 0.0, 0.0], [0.1, 0.1, 0.0], [0.0, -0.1, -0.1], [0.0, 0.0, 0.0], [-0.1, 0.0, 0.0], [0.0, -0.1, 0.0], [0.0, 0.0, -0.1], [0.0, -0.1, 0.0], [0.0, 0.0, 0.0], [0.1, -0.1, 0.1], [-0.1, 0.1, -0.1], [0.1, 0.0, 0.1], [0.0, 0.0, 0.1], [0.0, 0.0, 0.0], [0.0, 0.0, -0.1], [0.0, 0.1, 0.0], [0.0, 0.0, -0.1], [-0.1, 0.0, 0.0], [0.0, 0.0, 0.0], [0.0, -0.1, 0.1], [0.0, 0.0, -0.1], [0.0, 0.0, 0.1], [0.0, 0.0, -0.1], [0.0, 0.0, 0.0], [0.0, 0.1, 0.0], [0.0, 0.0, -0.1], [0.0, 0.0, -0.1], [0.0, 0.0, -0.1], [0.0, 0.0, 0.0], [0.1, 0.0, -0.1], [-0.1, 0.0, 0.0], [0.1, 0.0, -0.1], [0.0, 0.0, 0.1], [0.0, 0.0, 0.0], [0.0, 0.0, 0.0], [0.0, 0.0, 0.1], [-0.1, 0.0, 0.0], [-0.1, 0.0, 0.0], [0.0, 0.0, 0.0], [-0.1, -0.2, -0.2], [0.1, 0.1, 0.1], [0.0, -0.1, -0.1], [0.0, 0.0, 0.0], [0.1, 0.0, 0.1], [0.1, 0.1, 0.0], [0.0, 0.0, 0.1], [0.0, 0.1, 0.0], [0.0, 0.0, 0.1], [0.0, 0.0, 0.0]], "lowdin_charge": [-0.095, -0.276, -0.252, -0.427, 0.812, -0.235, -0.019, -0.278, -0.252, 0.278, 0.064, 0.070, 0.042, 0.113, 0.117, 0.078, 0.072, 0.014, -0.003, 0.055, 0.061, -0.025, -0.495, -0.012, 0.054, 0.081, 0.054, 0.090, 0.085, 0.088, 0.077, -0.027, -0.488, -0.019, 0.054, 0.074, 0.089, 0.077, 0.085, 0.085, 0.077, -0.015, -0.483, -0.017, 0.041, 0.084, 0.087, 0.086, 0.089, 0.086, 0.074, -0.023, -0.495, -0.020, 0.065, 0.081, 0.085, 0.086, 0.085, 0.086, 0.076, -0.023, -0.497, -0.025, 0.070, 0.080, 0.084, 0.084, 0.084, 0.084, 0.081, -0.027, -0.503, -0.027, 0.063, 0.054, 0.086, 0.086, 0.085, 0.082, 0.078]}